Record 1
Formula: C20H56O8
Source: OMol25
Level of theory: the ωB97M-V functional and the def2-TZVPD basis

Each line ends with the Löwdin charge.
CARTESIAN COORDINATES (ANGSTROEM)
O: -0.802 2.929 0.689  -0.108
O: 0.453 2.954 -1.035  -0.176
O: 0.882 -0.918 1.270  -0.150
O: -0.908 -1.333 2.021  -0.089
O: -0.396 -1.126 -4.856  -0.064
O: 3.841 2.025 3.661  -0.061
O: -4.566 -0.367 -1.998  -0.060
O: 1.869 -2.033 -0.117  0.079
C: -1.473 0.912 1.815  -0.097
C: 0.427 -1.911 -3.938  -0.393
C: -1.851 2.405 -0.064  -0.486
C: -3.154 3.129 0.313  0.013
C: 1.074 0.200 0.459  -0.293
C: 1.824 -4.222 0.905  -0.002
C: 1.167 -2.854 0.797  -0.413
C: 0.232 0.159 3.479  -0.030
C: -1.593 2.430 -1.555  -0.062
C: -2.602 -0.409 -0.656  -0.100
C: 0.469 -3.394 -4.442  -0.054
C: -0.184 -1.736 -2.528  -0.057
C: -4.117 -0.698 -0.709  -0.253
C: 2.689 2.209 -0.742  -0.041
C: 1.508 2.883 -0.099  -0.265
C: 4.066 1.445 2.430  -0.266
C: -0.053 0.283 -0.521  -0.063
C: -0.294 -2.961 0.271  0.018
C: -1.084 -0.158 2.790  -0.364
C: 2.675 1.094 1.842  -0.136
H: -1.855 -0.310 3.545  0.140
H: -1.029 3.080 1.610  0.140
H: 1.014 0.137 2.720  0.019
H: -1.309 -1.378 -4.703  0.075
H: 4.822 0.677 2.594  0.115
H: 0.274 1.116 3.998  0.094
H: 3.469 1.382 4.269  0.090
H: -4.635 -0.138 0.070  0.108
H: 1.950 1.907 1.869  0.093
H: -2.007 -1.039 -1.316  0.068
H: -4.309 -1.728 -0.409  0.117
H: 2.521 1.182 -1.066  0.083
H: 1.157 -3.872 -3.744  0.068
H: 1.139 -2.373 1.775  0.170
H: -0.505 -3.884 -4.445  0.075
H: 0.103 -2.518 -1.825  0.051
H: 3.529 2.183 -0.048  0.065
H: -3.082 3.331 1.381  0.076
H: 0.131 -0.786 -2.098  0.039
H: 2.907 -4.108 0.958  0.082
H: -3.251 4.114 -0.145  0.090
H: 0.428 -0.570 4.266  0.094
H: -2.367 0.605 -0.979  0.048
H: 1.727 3.921 0.155  0.139
H: -0.379 2.920 -0.558  -0.062
H: 1.489 -4.687 1.832  0.094
H: 1.104 2.351 0.762  0.056
H: -4.539 0.586 -2.113  0.077
H: 1.465 -1.579 -3.918  0.133
H: -1.271 -1.774 -2.606  0.094
H: 3.024 2.786 -1.604  0.097
H: -0.854 -3.633 0.921  0.118
H: -0.190 -1.105 1.426  -0.209
H: 0.161 1.196 -1.075  0.082
H: 2.659 0.739 0.812  0.036
H: 1.210 -1.627 0.712  -0.194
H: 1.588 -4.865 0.057  0.087
H: -0.740 1.815 -1.841  0.085
H: -0.714 -1.955 0.297  0.072
H: -0.110 -0.523 -1.252  0.004
H: -1.436 3.440 -1.935  0.124
H: -2.094 0.388 1.088  0.046
H: 0.887 -3.472 -5.445  0.072
H: 2.810 -2.025 0.075  0.161
H: -1.940 1.382 0.303  0.020
H: -0.351 -3.408 -0.721  0.080
H: 4.430 2.139 1.672  0.100
H: 2.171 0.320 2.422  0.063
H: -1.991 1.740 2.298  0.118
H: -2.247 -0.514 0.370  0.054
H: 1.994 0.006 -0.091  0.102
H: -1.042 0.415 -0.082  0.023
H: -0.663 1.360 1.239  0.069
H: 1.146 1.140 1.007  0.041
H: -2.411 1.995 -2.130  0.107
H: -4.087 2.585 0.164  0.087

## Properties
DFT total energy: -38002.0860 eV
LUMO level: 0.15 eV
Multiplicity: 1
HOMO-LUMO gap: 8.763 eV


Record 2
Formula: C20H57NO11
Source: OMol25
Level of theory: the ωB97M-V functional and the def2-TZVPD basis

Each line ends with the Löwdin charge.
CARTESIAN COORDINATES (ANGSTROEM)
O: -0.295 -4.945 -2.006  -0.199
O: -1.415 3.948 0.769  -0.123
O: 4.229 3.370 3.396  -0.058
O: 0.216 2.130 -0.503  -0.075
O: 0.743 3.347 3.973  -0.076
O: 5.032 0.599 2.682  -0.092
O: -4.153 1.176 -0.917  -0.137
O: -1.420 0.289 -4.122  -0.016
O: 3.383 -2.687 -0.186  -0.075
O: 3.587 1.663 0.511  -0.037
O: -0.495 -0.328 0.019  -0.099
N: -2.120 -1.701 -2.010  -0.067
C: 4.339 -0.631 2.748  -0.313
C: 1.885 3.376 3.177  -0.268
C: -3.425 -1.197 -1.445  -0.079
C: 2.132 -2.206 0.119  -0.401
C: -0.671 -3.649 -2.391  -0.226
C: -1.847 -3.074 -1.633  -0.204
C: -2.756 3.485 0.290  -0.304
C: -5.509 1.184 -1.271  -0.070
C: 2.371 1.202 -0.026  -0.273
C: 3.045 3.218 4.093  -0.280
C: -0.152 -0.312 2.272  -0.088
C: 1.319 -3.252 0.700  -0.078
C: -0.372 -0.500 -4.365  -0.421
C: -3.475 0.393 -1.558  -0.354
C: 0.629 -0.341 -3.353  -0.083
C: -1.108 -0.517 1.237  -0.352
C: -3.726 4.589 0.334  -0.087
C: -1.120 -5.942 -2.583  -0.101
C: 1.649 2.357 -0.498  -0.191
C: 3.209 -0.476 3.628  -0.047
H: -1.938 0.145 -4.884  0.085
H: 3.174 2.212 4.529  0.121
H: -4.658 4.080 0.173  0.052
H: -5.849 1.706 -2.272  0.136
H: -0.790 -1.510 -4.484  0.109
H: -3.646 5.203 -0.535  0.064
H: -3.503 0.705 -2.555  0.112
H: -2.543 0.682 -1.162  0.107
H: 0.304 4.205 3.763  0.106
H: 1.794 -1.795 -0.855  0.109
H: 0.269 -2.808 1.007  0.100
H: -2.765 -3.715 -1.749  0.125
H: 5.792 0.468 2.040  0.146
H: 2.184 -1.444 0.831  0.052
H: 4.947 -1.379 3.152  0.105
H: -6.028 0.232 -1.202  0.086
H: 3.928 0.937 0.992  0.013
H: -3.714 5.181 1.352  0.128
H: -3.394 -1.586 -0.457  0.100
H: -5.998 1.750 -0.499  0.077
H: -1.730 -3.048 -0.556  0.103
H: -0.640 -0.366 3.285  0.123
H: -2.194 -5.827 -2.284  0.092
H: -1.032 -0.770 -0.668  0.053
H: -4.174 -1.669 -1.994  0.088
H: 0.030 1.224 -0.492  -0.006
H: 4.424 2.491 3.030  0.048
H: -1.764 0.307 1.408  0.113
H: 0.149 -2.957 -2.210  0.107
H: 4.204 -0.953 1.717  0.108
H: 0.171 -0.305 -5.327  0.139
H: -1.641 -1.475 1.216  0.121
H: -3.011 2.592 0.846  0.096
H: 1.853 2.489 2.586  0.076
H: -0.957 -5.997 -3.657  0.083
H: 2.965 3.940 4.843  0.105
H: 1.600 3.156 0.261  0.127
H: -2.574 3.105 -0.685  0.090
H: -0.945 -3.640 -3.456  0.122
H: 1.854 4.392 2.617  0.170
H: -0.734 3.292 0.530  0.022
H: 2.719 0.455 3.325  0.077
H: 3.570 -2.852 -1.163  0.134
H: 0.390 0.617 2.223  0.063
H: -0.680 -6.845 -2.051  0.114
H: 1.759 -3.668 1.591  0.077
H: 1.251 0.554 -3.258  0.102
H: -1.983 -1.453 -2.941  0.051
H: 3.453 -0.336 4.598  0.064
H: 2.122 2.676 -1.421  0.128
H: 0.369 -0.582 -2.376  0.025
H: 0.664 -1.046 2.248  0.050
H: 1.039 -4.152 0.087  0.086
H: 1.273 -1.080 -3.786  0.086
H: 2.464 0.353 -0.745  0.125
H: 1.905 0.766 0.929  0.113
H: 2.529 -1.231 3.483  0.058

## Properties
DFT total energy: -45667.6757 eV
Structure (SMILES): COCCNCCOC.OCCO.OCCO.CCO.CCO.CCO.CCO.CCO
LUMO level: 0.27 eV
Multiplicity: 1
HOMO-LUMO gap: 9.248 eV


Record 3
Formula: C20H58N2O10
Source: OMol25
Level of theory: the ωB97M-V functional and the def2-TZVPD basis

Each line ends with the Löwdin charge.
CARTESIAN COORDINATES (ANGSTROEM)
O: 2.898 1.478 4.991  -0.013
O: 1.356 3.131 -0.831  -0.054
O: 1.078 -2.147 -0.909  0.154
O: 0.316 0.410 -3.661  -0.060
O: 2.566 -1.055 -1.480  -0.048
O: 1.150 0.605 -2.023  0.035
O: -4.792 -2.374 -2.858  -0.004
O: 2.372 2.025 -2.466  -0.027
O: 1.179 -1.441 -3.396  0.084
O: -0.698 2.669 -0.935  -0.033
N: 2.195 0.687 4.060  -0.089
N: -3.626 -1.942 -2.286  -0.122
C: 0.628 0.051 1.730  -0.191
C: -3.242 -0.639 -2.904  -0.456
C: 2.097 -0.499 1.868  -0.064
C: -3.256 -3.837 -0.777  -0.043
C: 3.594 1.501 2.040  -0.049
C: 0.782 1.188 3.969  -0.432
C: -1.595 -0.285 -0.779  -0.163
C: 0.950 0.487 -0.656  -0.203
C: 0.607 2.620 3.448  -0.024
C: 4.204 -0.484 3.231  -0.051
C: -2.950 -0.760 -4.420  -0.022
C: 0.153 1.086 5.426  -0.034
C: 2.395 2.665 -0.026  -0.142
C: -4.285 0.469 -2.690  -0.026
C: -3.292 -2.298 -0.841  -0.440
C: -1.879 -0.132 -2.307  -0.101
C: -4.285 -1.745 0.172  -0.032
C: -1.844 -1.737 -0.521  -0.149
C: -0.081 0.245 3.029  -0.114
C: 2.991 0.346 2.858  -0.465
H: 4.144 1.052 1.213  0.102
H: 1.483 4.074 -0.956  0.173
H: 3.344 -1.256 -0.961  0.095
H: 1.309 -2.951 -0.443  0.168
H: 1.940 -1.742 -1.251  -0.302
H: -4.275 -4.222 -0.834  0.077
H: -5.171 0.087 -3.198  0.075
H: -3.863 -1.060 -4.936  0.075
H: 0.690 -0.470 -3.700  -0.199
H: 2.379 2.697 -1.785  -0.048
H: -0.591 2.153 -1.734  0.029
H: -0.936 1.052 5.406  0.076
H: -3.947 1.378 -3.187  0.091
H: -1.621 0.905 -2.522  0.108
H: -1.259 -2.336 -1.219  0.083
H: 2.965 0.890 5.746  0.104
H: 4.026 -1.514 3.539  0.082
H: 2.740 2.090 1.705  0.017
H: -2.840 -4.276 -1.684  0.077
H: 3.277 2.563 -0.658  0.132
H: 1.550 -0.242 -2.234  0.079
H: -4.000 -1.819 1.222  0.087
H: -4.600 -3.263 -3.165  0.102
H: -1.520 -1.991 0.488  0.120
H: -2.381 0.221 -0.217  0.130
H: 0.182 2.989 -0.735  -0.164
H: 2.466 -0.702 0.863  0.092
H: 0.569 -0.508 -0.425  0.067
H: -5.246 -2.248 0.066  0.081
H: 4.817 -0.001 3.992  0.083
H: -0.275 -0.714 3.509  0.120
H: -0.605 0.004 -0.427  0.023
H: 2.012 -1.482 2.332  0.115
H: -1.058 0.663 2.787  0.129
H: 0.456 1.987 5.960  0.072
H: -2.650 0.181 -4.882  0.094
H: 4.888 -0.538 2.384  0.082
H: -0.372 3.026 3.704  0.091
H: 1.896 0.707 -0.162  0.064
H: 0.633 1.010 1.212  0.086
H: -0.032 -0.588 1.144  0.089
H: 1.318 3.335 3.860  0.087
H: 2.188 1.702 0.441  0.026
H: 0.401 0.209 6.025  0.077
H: 0.361 -2.403 -1.489  0.093
H: 0.483 0.702 -2.765  -0.271
H: -2.718 -4.257 0.073  0.084
H: -4.546 -0.703 -0.012  0.067
H: -1.084 -0.696 -2.795  0.076
H: 1.873 -2.100 -3.410  0.140
H: 1.903 1.289 -2.072  -0.276
H: 0.345 1.313 -0.282  0.084
H: 4.323 2.112 2.573  0.105
H: 0.702 2.727 2.367  0.067
H: -4.620 0.669 -1.672  0.070
H: -2.149 -1.484 -4.569  0.081
H: 0.417 -1.902 -3.045  0.094
H: 2.598 3.391 0.762  0.118

## Properties
DFT total energy: -45109.4248 eV
LUMO level: -0.75 eV
Multiplicity: 1
HOMO-LUMO gap: 6.864 eV


Record 4
Formula: C20H59ClN5O11
Source: OMol25
Level of theory: the ωB97M-V functional and the def2-TZVPD basis

Each line ends with the Löwdin charge.
CARTESIAN COORDINATES (ANGSTROEM)
Cl: -0.533 0.258 -1.194  0.717
O: -4.071 1.047 0.262  -0.057
O: 0.441 -0.266 -2.084  -0.325
O: -1.637 0.758 -1.994  -0.356
O: -3.544 3.531 4.378  -0.186
O: -2.325 -2.189 -3.253  -0.198
O: 3.309 -3.583 -1.534  -0.187
O: -1.003 -0.761 -0.305  -0.347
O: -0.801 3.679 -3.022  -0.064
O: 5.291 2.406 2.089  -0.166
O: -0.023 1.370 -0.406  -0.350
O: -0.458 -1.680 4.732  -0.181
N: -1.907 3.320 1.159  0.046
N: -2.038 -2.549 1.504  0.045
N: 0.326 -3.897 -3.777  0.045
N: -0.179 -0.831 -4.670  0.049
N: 2.804 2.323 0.344  0.049
C: 0.125 -3.214 2.317  -0.061
C: -2.754 3.998 3.290  -0.202
C: 2.532 -4.042 -2.641  -0.182
C: -2.564 -0.890 -3.798  -0.201
C: -1.231 -1.524 3.561  -0.217
C: 5.258 2.432 0.679  -0.217
C: 0.297 -4.093 -1.326  -0.040
C: 6.100 3.389 2.636  -0.156
C: 3.128 -2.195 -1.339  -0.122
C: -1.959 -1.263 -6.228  -0.068
C: 4.241 1.186 -1.265  -0.078
C: 1.081 -3.600 -2.541  -0.455
C: -1.605 -0.548 -4.918  -0.412
C: -3.085 -2.495 -2.102  -0.105
C: 4.063 1.595 0.197  -0.417
C: -0.204 -0.482 5.417  -0.125
C: -1.290 -2.797 2.732  -0.412
C: -2.284 2.797 2.486  -0.431
C: -4.208 4.573 5.060  -0.121
C: -1.137 2.027 3.113  -0.050
H: 3.692 -1.758 -0.513  0.082
H: -0.845 -0.688 2.964  0.098
H: -3.573 5.008 5.840  0.083
H: 2.964 -3.569 -3.529  0.119
H: -3.402 4.659 2.702  0.119
H: -1.440 1.693 4.113  0.068
H: 4.069 0.731 0.865  0.137
H: 5.809 4.423 2.381  0.084
H: 0.538 -3.105 -4.383  0.038
H: 2.074 1.643 0.131  0.035
H: 3.344 0.897 -1.817  0.069
H: 1.080 -2.509 -2.431  0.081
H: 0.374 -0.310 -5.345  0.078
H: -2.602 -2.158 -1.184  0.049
H: -1.151 3.984 1.338  0.078
H: 4.890 0.315 -1.416  0.068
H: -3.067 2.050 2.339  0.121
H: -2.995 -2.239 1.610  0.074
H: -1.932 4.658 3.606  0.130
H: -2.611 -0.183 -2.966  0.069
H: 2.645 -5.123 -2.699  0.124
H: -5.021 4.096 5.612  0.084
H: 0.976 -4.132 -0.467  0.063
H: -3.542 0.544 -0.371  0.010
H: -3.023 -1.340 -6.454  0.068
H: 6.231 2.175 0.243  0.125
H: -0.316 2.735 3.254  0.093
H: 0.837 -3.190 3.145  0.072
H: -1.539 -2.269 -6.184  0.074
H: -1.544 -1.832 0.980  0.006
H: 5.975 3.432 3.719  0.085
H: -4.609 5.324 4.378  0.084
H: 0.241 -0.767 6.372  0.084
H: -0.911 1.117 2.560  0.059
H: -0.634 -3.672 -3.529  0.038
H: 2.076 -2.065 -1.092  0.061
H: -1.704 0.541 -5.028  0.135
H: 0.115 -4.192 1.838  0.070
H: 3.490 -1.630 -2.204  0.090
H: 0.400 0.191 4.806  0.088
H: -0.210 3.965 -2.319  0.024
H: 7.162 3.384 2.367  0.084
H: -1.463 -0.768 -7.067  0.066
H: 0.001 -0.341 -3.790  0.023
H: -3.419 1.557 0.761  -0.015
H: -1.738 -3.660 3.226  0.136
H: -3.542 -0.934 -4.294  0.118
H: -0.545 -3.458 -1.066  0.060
H: 5.096 3.471 0.351  0.121
H: 2.734 2.899 -0.495  0.070
H: -2.264 -1.235 3.806  0.131
H: 0.645 -2.543 1.624  0.075
H: 0.051 -5.156 -1.417  0.084
H: 4.693 1.970 -1.883  0.078
H: -4.131 -2.173 -2.137  0.090
H: -3.120 -3.586 -2.101  0.089
H: -1.378 2.551 0.743  0.031
H: -0.973 2.747 -2.826  -0.002
H: -1.109 0.032 5.772  0.082

## Properties
DFT total energy: -64183.8976 eV
LUMO level: 2.51 eV
Charge: -1
Multiplicity: 1
HOMO-LUMO gap: 8.621 eV


Record 5
Formula: C20H60NO13
Source: OMol25
Level of theory: the ωB97M-V functional and the def2-TZVPD basis

Each line ends with the Löwdin charge.
CARTESIAN COORDINATES (ANGSTROEM)
O: -14.459 11.847 -13.956  -0.054
O: -15.040 10.034 -16.129  -0.078
O: -17.871 5.976 -16.008  -0.151
O: -15.297 5.917 -10.380  -0.066
O: -19.162 5.724 -11.593  -0.093
O: -19.423 7.096 -9.010  -0.078
O: -16.138 7.448 -14.251  -0.008
O: -12.766 10.981 -11.387  -0.062
O: -11.800 9.487 -14.515  -0.111
O: -13.655 7.480 -19.017  -0.067
O: -16.904 7.317 -12.246  -0.045
O: -15.822 9.087 -12.881  -0.041
O: -17.353 11.425 -12.838  -0.071
N: -16.279 7.957 -13.131  -0.506
C: -13.952 5.996 -10.864  -0.497
C: -18.727 4.482 -10.990  -0.481
C: -18.893 9.369 -9.536  -0.059
C: -13.483 9.659 -9.517  -0.054
C: -13.028 5.512 -9.765  -0.061
C: -13.900 10.369 -10.774  -0.496
C: -19.051 5.904 -15.214  -0.147
C: -12.077 5.864 -18.210  -0.071
C: -17.704 3.802 -11.869  -0.048
C: -19.996 8.415 -9.070  -0.468
C: -14.086 6.476 -16.847  -0.049
C: -16.226 10.278 -16.920  -0.444
C: -17.317 10.764 -15.982  -0.061
C: -21.146 8.409 -10.074  -0.064
C: -19.968 3.675 -10.738  -0.056
C: -13.834 5.171 -12.138  -0.051
C: -12.356 8.406 -13.796  -0.167
C: -13.549 6.262 -18.259  -0.471
C: -16.579 8.969 -17.623  -0.047
C: -14.937 11.458 -10.477  -0.043
H: -11.917 4.920 -17.689  0.076
H: -20.435 3.361 -11.674  0.083
H: -13.589 7.342 -16.410  0.073
H: -18.254 4.761 -10.040  0.137
H: -12.919 10.325 -8.856  0.082
H: -16.875 8.179 -16.935  0.054
H: -19.816 5.416 -15.813  0.073
H: -18.784 9.276 -10.615  0.063
H: -12.979 8.067 -18.660  0.086
H: -17.537 10.007 -15.226  0.071
H: -19.300 6.804 -9.932  0.041
H: -14.129 5.514 -18.798  0.136
H: -19.732 2.765 -10.177  0.080
H: -16.783 4.352 -12.044  0.058
H: -14.371 9.723 -11.519  0.093
H: -17.383 2.881 -11.359  0.085
H: -13.741 7.051 -11.078  0.117
H: -17.959 9.127 -9.031  0.077
H: -16.987 11.663 -15.462  0.068
H: -13.136 6.074 -8.840  0.074
H: -21.711 9.343 -9.999  0.076
H: -15.804 11.080 -9.938  0.075
H: -13.378 8.568 -13.435  0.058
H: -18.139 3.448 -12.807  0.079
H: -11.850 10.275 -13.967  0.062
H: -20.772 8.308 -11.093  0.074
H: -20.343 8.623 -8.058  0.130
H: -14.000 4.118 -11.907  0.081
H: -13.186 4.449 -9.570  0.078
H: -19.093 10.424 -9.321  0.077
H: -18.233 11.036 -16.516  0.081
H: -13.871 5.619 -16.205  0.085
H: -13.053 11.370 -12.229  0.056
H: -18.378 6.297 -11.692  0.044
H: -14.562 5.523 -12.870  0.066
H: -18.889 5.316 -14.306  0.055
H: -15.832 6.423 -11.013  0.033
H: -17.206 6.442 -15.483  0.009
H: -11.762 8.246 -12.888  0.080
H: -14.312 9.244 -8.947  0.084
H: -11.494 6.614 -17.662  0.081
H: -20.678 4.229 -10.127  0.078
H: -11.994 5.627 -10.104  0.078
H: -21.819 7.575 -9.869  0.078
H: -15.277 11.875 -11.415  0.045
H: -15.339 9.393 -15.462  0.055
H: -16.747 10.710 -12.574  -0.006
H: -17.441 9.134 -18.279  0.083
H: -12.770 8.862 -9.755  0.068
H: -15.320 11.962 -13.527  0.005
H: -16.053 11.045 -17.675  0.135
H: -14.475 12.199 -9.819  0.085
H: -15.166 6.596 -16.902  0.059
H: -19.339 6.913 -14.906  0.079
H: -14.564 11.024 -14.469  0.014
H: -15.717 8.665 -18.214  0.062
H: -11.651 5.847 -19.215  0.074
H: -18.223 11.015 -12.844  0.043
H: -12.831 5.275 -12.563  0.076
H: -12.382 7.503 -14.402  0.065

## Properties
DFT total energy: -49820.3529 eV
LUMO level: 2.71 eV
Charge: -1
Multiplicity: 1
HOMO-LUMO gap: 10.041 eV